Entry one
Below is 3 unconnected molecules or ions with the total composition C2H5N3O, with properties calculated with the ωB97M-V functional and the def2-TZVPD basis.

Summary:
HOMO-LUMO gap (alpha / beta) = 7.3 / 7.3 eV
charge = 0
HOMO level (alpha / beta) = -7.4 / -7.4 eV

Geometry as XYZ:
```
11
C2H5N3O (the ωB97M-V functional and the def2-TZVPD basis)
C 0.58 1.24 0.16
C -0.45 -0.76 0.62
N 0.35 -1.51 -0.14
N -1.85 -0.28 -0.78
N -1.48 0.77 -0.98
O -0.92 -0.65 1.69
H 1.33 -1.26 -0.20
H -0.05 -1.98 -0.94
H 0.16 2.16 0.58
H 0.98 1.42 -0.84
H 1.34 0.85 0.83
```

Population analysis type natural (NBO), resulting atomic charges in e:
1 C -0.903
2 C 0.832
3 N -0.854
4 N -0.114
5 N 0.110
6 O -0.462
7 H 0.430
8 H 0.418
9 H 0.197
10 H 0.181
11 H 0.164

Entry two
Below is C2H5N3O in the gas phase, with properties calculated with the ωB97M-V functional and the def2-TZVPD basis.

Summary:
HOMO-LUMO gap = 10.4 eV
charge = 0
SMILES = [H]/N=C(\N)N1CO1
HOMO level = -9.4 eV

Geometry as XYZ:
```
11
C2H5N3O (the ωB97M-V functional and the def2-TZVPD basis)
H -0.14 -1.77 -1.66
N 0.23 -0.88 -1.33
C -0.38 -0.38 -0.35
N -1.43 -0.89 0.36
N -0.02 0.92 0.06
C 1.33 1.23 0.29
O 0.50 1.05 1.38
H -1.87 -0.31 1.05
H -1.92 -1.69 0.02
H 2.08 0.46 0.11
H 1.63 2.25 0.08
```

Population analysis type natural (NBO), resulting atomic charges in e:
1 H 0.341
2 N -0.736
3 C 0.546
4 N -0.822
5 N -0.196
6 C 0.075
7 O -0.367
8 H 0.404
9 H 0.396
10 H 0.186
11 H 0.174

Energetically preferred structure: entry two | next structure: +0.0450 hartree

Entry one
Below is 2 unconnected molecules or ions with the total composition C3H11N2S, with properties calculated with the ωB97M-V functional and the def2-TZVPD basis.

Summary:
HOMO-LUMO gap = 8.2 eV
charge = +1
HOMO level = -12.5 eV

Geometry as XYZ:
```
17
C3H11N2S (the ωB97M-V functional and the def2-TZVPD basis)
C 0.86 3.47 -0.67
C 0.04 2.34 -0.19
S 0.09 0.94 -1.32
H 1.91 3.29 -0.67
H 0.43 3.66 -1.68
H 0.71 4.33 0.00
H -1.13 2.49 0.02
H 0.58 2.00 0.72
H 1.14 0.52 -0.69
N -0.68 -1.47 1.15
C -0.07 -2.62 1.27
N -0.52 -3.88 1.08
H -1.41 -1.23 0.47
H -0.26 -0.56 1.38
H 0.94 -2.60 1.79
H 0.12 -4.56 1.46
H -1.08 -4.13 0.25
```

Population analysis type natural (NBO), resulting atomic charges in e:
1 C -0.634
2 C -0.518
3 S -0.035
4 H 0.223
5 H 0.221
6 H 0.228
7 H 0.234
8 H 0.198
9 H 0.097
10 N -0.694
11 C 0.408
12 N -0.718
13 H 0.443
14 H 0.447
15 H 0.227
16 H 0.431
17 H 0.441

Entry two
Below is 2 unconnected molecules or ions with the total composition C3H11N2S, with properties calculated with the ωB97M-V functional and the def2-TZVPD basis.

Summary:
HOMO-LUMO gap = 9.8 eV
charge = +1
HOMO level = -13.1 eV

Geometry as XYZ:
```
17
C3H11N2S (the ωB97M-V functional and the def2-TZVPD basis)
C 1.00 -0.34 1.03
C 1.68 -0.61 -0.10
N 0.90 -1.02 -1.29
N 1.51 0.28 2.12
H -0.02 -0.69 1.11
H 2.73 -0.50 -0.27
H 1.06 -1.98 -1.57
H -0.13 -0.92 -1.11
H 1.06 -0.41 -2.10
H 2.28 0.93 2.02
H 0.82 0.65 2.76
C -1.90 1.20 -0.53
S -2.38 -0.54 -0.82
H -1.57 1.34 0.49
H -1.07 1.47 -1.19
H -2.75 1.85 -0.75
H -3.23 -0.70 0.21
```

Population analysis type natural (NBO), resulting atomic charges in e:
1 C 0.060
2 C -0.232
3 N -0.694
4 N -0.760
5 H 0.214
6 H 0.232
7 H 0.435
8 H 0.448
9 H 0.435
10 H 0.403
11 H 0.403
12 C -0.724
13 S -0.077
14 H 0.221
15 H 0.219
16 H 0.248
17 H 0.170

Energetically preferred structure: entry two | next structure: +0.0087 hartree